Below is a structure of composition C43H43MnN3O2P2S2Te, with properties calculated with ωB97M-V with the def2-TZVPD basis set.

As for the HOMO-LUMO gap (spin up / spin down): 3.251 / 3.686 eV. The LUMO energy (spin up / spin down) is -8.6 / -8.4 eV. As for the total charge: +2. Its expectation value of S² is 0.8545. Its spin multiplicity is 2.

Positions of all 97 atoms, in Å:
Mn -0.156 0.494 -0.426
C 1.591 0.409 2.030
C 1.574 -0.950 1.368
N 0.229 -1.199 0.775
C -0.789 -1.669 1.750
C -1.544 -0.547 2.458
S -1.767 0.914 1.399
C -0.867 2.213 2.322
C 0.452 2.579 1.648
N 1.108 1.402 1.038
H 0.936 0.416 2.898
H 2.595 0.642 2.376
H 2.296 -0.942 0.558
H 1.844 -1.733 2.082
H 0.342 -1.961 0.140
H -1.505 -2.269 1.200
H -0.317 -2.308 2.496
H -2.542 -0.889 2.718
H -1.058 -0.225 3.375
H -1.522 3.079 2.361
H -0.741 1.852 3.339
H 0.278 3.291 0.850
H 1.106 3.054 2.382
H 1.913 1.759 0.537
Te -1.499 -2.597 -4.188
C -3.436 -1.887 -4.625
C -3.558 -0.949 -5.640
C -4.840 -0.525 -5.976
N -5.939 -0.973 -5.359
C -5.798 -1.894 -4.398
C -4.563 -2.394 -3.998
C -0.939 -1.126 -2.947
P -1.938 -0.289 -1.676
C -2.651 1.300 -2.195
C -3.584 1.541 -3.201
C -3.944 2.851 -3.479
C -3.400 3.905 -2.747
C -2.471 3.664 -1.742
C -2.097 2.357 -1.486
C -3.336 -1.315 -1.168
C -3.111 -2.664 -0.858
C -4.135 -3.444 -0.347
C -5.394 -2.883 -0.136
C -5.620 -1.545 -0.434
C -4.591 -0.754 -0.939
P 0.782 -0.852 -2.305
C 1.812 -0.184 -3.663
C 1.411 -0.084 -4.992
C 2.309 0.356 -5.960
C 3.607 0.689 -5.601
C 4.012 0.591 -4.275
C 3.119 0.157 -3.309
C 1.500 -2.581 -2.280
C 1.703 -3.210 -3.523
C 2.167 -4.516 -3.604
C 2.433 -5.236 -2.446
C 2.269 -4.624 -1.215
C 1.816 -3.310 -1.132
H -2.699 -0.558 -6.175
H -4.987 0.201 -6.770
H -6.711 -2.251 -3.931
H -4.505 -3.158 -3.232
H -4.018 0.721 -3.764
H -4.653 3.055 -4.276
H -3.703 4.922 -2.965
H -2.044 4.487 -1.177
H -1.303 2.082 -0.776
H -2.132 -3.102 -1.025
H -3.959 -4.488 -0.109
H -6.195 -3.491 0.269
H -6.602 -1.110 -0.270
H -4.769 0.293 -1.158
H 0.400 -0.337 -5.285
H 1.989 0.440 -6.994
H 4.308 1.026 -6.358
H 5.028 0.850 -3.996
H 3.429 0.079 -2.273
H 1.564 -2.656 -4.440
H 2.339 -4.964 -4.577
H 2.789 -6.258 -2.506
H 2.502 -5.162 -0.303
H 1.780 -2.874 -0.145
O -0.112 6.225 -7.129
C -0.646 5.051 -6.755
O -1.534 4.566 -7.399
C -0.113 4.387 -5.512
C 0.804 4.958 -4.632
C 1.176 4.303 -3.469
C 0.644 3.045 -3.160
S 1.128 2.271 -1.661
C -0.252 2.468 -4.069
C -0.623 3.130 -5.223
H 0.622 6.496 -6.572
H 1.242 5.932 -4.825
H 1.882 4.761 -2.785
H -0.678 1.514 -3.845
H -1.328 2.695 -5.922